(A)
DFT (ωB97M-V with the def2-TZVPD basis set) results for a 2-piece molecular cluster, C4H12NO3 overall.

Results
**Highest occupied orbital energy**: -2.8651 eV
**Molecular weight**: 122.144 g mol⁻¹
**Net charge**: -1

Cartesian coordinates (Å):
H -0.801 -1.349 0.760
C -0.192 0.256 -0.400
H 0.279 2.084 -1.651
H -2.072 -0.277 1.650
H 1.007 -2.377 1.554
H 0.131 1.854 1.114
H -3.522 0.282 1.763
C 1.157 -1.711 0.666
O 0.362 1.014 -2.573
C 0.575 1.512 0.188
N 0.020 -0.780 0.581
H -1.309 0.319 -0.434
O 0.304 2.574 -0.664
H -0.195 -0.850 -2.249
H 1.456 -0.344 -1.518
C 0.449 -0.058 -1.843
H 1.619 1.258 0.185
H 2.072 -1.092 0.877
O -2.768 -0.084 2.283
H 1.426 -2.232 -0.291


(B)
DFT (ωB97M-V with the def2-TZVPD basis set) results for a 2-piece molecular cluster, C4H12NO3 overall.

Results
**Highest occupied orbital energy**: -3.7508 eV
**Molecular weight**: 122.144 g mol⁻¹
**Net charge**: -1

Cartesian coordinates (Å):
C -0.342 1.022 0.378
H 1.372 0.577 -0.503
C 0.654 -1.226 0.094
H -1.654 1.900 -1.120
N 0.859 0.220 0.293
C -1.295 0.914 -0.829
O 2.077 -1.260 -2.758
O -0.382 0.952 2.804
H -2.158 0.238 -0.775
H -0.021 -1.630 0.865
H -1.446 -0.377 1.499
H 1.597 -1.677 0.458
H 2.846 -1.425 -2.202
H -0.805 0.447 -1.661
C -1.108 0.653 1.639
H -2.026 1.227 1.677
H 0.393 0.377 2.833
O 0.214 -1.596 -1.136
H 1.274 -1.392 -2.021
H -0.051 2.058 0.466


Name the least stable of them. (A).


(A)
DFT (ωB97M-V with the def2-TZVPD basis set) results for an isolated ion of composition C6H13N2 and charge +1.

Results
**Highest occupied orbital energy (spin up / spin down)**: -9.2115 / -14.9030 eV
**Molecular weight**: 113.184 g mol⁻¹
**<S²>**: 2.008
**Net charge**: +1
**Spin multiplicity**: 3

Cartesian coordinates (Å):
H -1.852 0.865 1.336
C 1.394 -0.233 0.129
H -1.134 1.070 -0.280
N 0.610 -1.379 -0.079
H -3.364 0.611 -1.317
H 3.115 1.696 0.672
C -0.678 -1.640 -0.004
H 4.512 0.608 0.538
H 3.865 1.367 -0.899
C 3.588 0.931 0.061
N -1.732 -0.877 0.184
H 0.892 0.623 0.550
H 1.189 -2.179 -0.320
H 3.150 -1.111 -0.585
H -3.431 1.999 -0.235
C 2.694 -0.228 -0.154
C -1.921 0.565 0.285
C -3.285 0.924 -0.279
H -0.915 -2.693 -0.130
H -4.080 0.453 0.295
H -2.615 -1.374 0.233


(B)
DFT (ωB97M-V with the def2-TZVPD basis set) results for an isolated ion of composition C6H13N2 and charge +1.

Results
**Highest occupied orbital energy (spin up / spin down)**: -10.4779 / -15.9008 eV
**Molecular weight**: 113.184 g mol⁻¹
**<S²>**: 2.015
**Net charge**: +1
**Spin multiplicity**: 3

Cartesian coordinates (Å):
H 1.727 0.474 -1.622
C -2.252 1.741 0.456
H -1.702 -1.567 0.171
H -0.849 -1.776 -1.311
H 0.818 -1.799 1.702
C -1.066 -1.057 -0.535
C 1.000 -0.235 -1.414
C 1.178 -1.493 0.734
C 0.263 -0.537 -0.070
H 1.208 -2.455 0.126
H -2.916 1.788 1.301
H -2.457 2.376 -0.481
N -1.136 1.268 0.582
C 0.076 0.809 0.568
H 1.562 -1.117 -1.765
H 1.974 1.315 1.240
H 2.210 -1.181 0.759
H -1.636 -0.397 -0.981
H 0.704 2.390 1.612
H 0.308 -0.081 -2.209
N 0.988 1.533 1.134


(C)
DFT (ωB97M-V with the def2-TZVPD basis set) results for an isolated ion of composition C6H13N2 and charge +1.

Results
**Highest occupied orbital energy (spin up / spin down)**: -9.9823 / -14.9978 eV
**Molecular weight**: 113.184 g mol⁻¹
**<S²>**: 2.008
**Net charge**: +1
**Spin multiplicity**: 3

Cartesian coordinates (Å):
H -3.279 -0.525 0.864
H 3.004 -1.495 -0.292
C -0.025 0.115 -0.349
C -0.111 1.514 -0.733
H 1.758 -1.336 -1.691
C 1.922 -1.363 -0.544
N 1.374 -0.192 0.057
H 0.730 1.844 -1.159
C -1.041 -0.740 0.322
H -0.910 1.709 -1.528
H 1.348 1.464 1.102
H -0.657 -1.449 1.047
C -2.340 0.042 0.688
H 1.319 -2.126 -0.099
H -0.414 2.256 0.118
H -1.093 -1.019 -1.818
N -0.487 -1.043 -0.992
H -2.089 0.550 1.722
C 2.004 0.651 0.691
H -2.543 0.803 0.059
H 3.054 0.592 0.911


Name the least stable of them. (C).


(A)
DFT (ωB97M-V with the def2-TZVPD basis set) results for an isolated molecule of C18H20ClFN4O2.

Results
**Highest occupied orbital energy**: -8.5187 eV
**SMILES**: COc1cc/c(=N\C(=O)CC2CN(Cc3ccc(F)c(C)c3Cl)C2)[nH]n1
**Molecular weight**: 378.835 g mol⁻¹
**Net charge**: 0

Cartesian coordinates (Å):
H 1.115 0.493 0.355
H -1.780 -5.034 5.514
C 3.007 2.457 -4.795
H 1.281 1.619 -3.875
C -4.865 -2.650 3.378
H 6.818 3.677 -4.730
H -5.919 -2.419 3.435
H -1.418 -3.408 6.068
C -2.877 -3.497 4.500
F -4.951 -3.383 5.600
C 0.376 1.267 0.122
H 5.923 5.188 -4.974
O 4.960 3.470 -5.639
Cl -0.473 -3.644 3.317
C -4.128 -2.435 2.231
H -0.988 -2.769 0.954
N 3.738 3.294 -2.377
H 4.042 3.605 -1.467
H -2.945 -4.173 6.531
H -2.494 -3.022 0.071
N -2.140 -1.042 0.558
H 0.536 2.057 0.861
C -2.035 -2.449 0.883
C -2.176 -3.259 3.312
C -2.223 -4.060 5.727
C 4.208 3.204 -4.561
H -1.758 1.493 -0.012
C -2.770 -2.739 2.169
H 2.781 2.148 -5.806
H -2.033 0.371 2.211
C 6.155 4.215 -5.406
H -4.596 -2.007 1.354
O -0.084 1.810 -2.157
C -4.222 -3.175 4.481
N 1.985 2.387 -1.280
C 2.574 2.600 -2.426
C -1.026 0.715 0.197
C -1.422 -0.102 1.441
H 6.620 4.333 -6.380
H -1.920 -0.454 -1.529
C -1.364 -0.557 -0.599
N 4.569 3.607 -3.393
C 0.722 1.832 -1.239
H -0.542 -0.566 1.913
C 2.202 2.164 -3.760
H -0.462 -1.163 -0.778


(B)
DFT (ωB97M-V with the def2-TZVPD basis set) results for an isolated molecule of C18H20ClFN4O2.

Results
**Highest occupied orbital energy**: -8.4872 eV
**SMILES**: COc1cc/c(=N\C(=O)CC2CN(Cc3ccc(F)c(C)c3Cl)C2)[nH]n1
**Molecular weight**: 378.835 g mol⁻¹
**Net charge**: 0

Cartesian coordinates (Å):
C -0.050 3.613 1.764
H -5.578 -4.399 -0.390
H -0.275 1.062 2.938
C 0.945 2.437 1.808
C -2.155 -1.006 0.772
H -0.297 4.044 0.794
H 3.735 8.527 3.694
H -5.148 0.040 -0.499
C 3.597 7.363 5.478
N -3.823 -2.782 0.716
N -0.940 -0.746 1.116
H -0.210 6.076 2.997
C -3.158 -0.126 0.198
H 1.602 2.432 0.943
H 4.253 6.604 7.893
H -6.112 -3.965 1.246
H -1.957 -2.939 1.367
N 0.894 4.396 2.575
Cl 1.105 4.445 6.442
H 2.648 3.227 3.099
H 2.600 6.115 8.283
O -0.479 1.109 -0.169
C -4.680 -1.969 0.215
C 0.378 1.058 2.060
H 1.159 2.773 3.970
O -5.929 -2.373 -0.079
C 3.418 5.989 7.572
H 1.175 0.340 2.277
C -0.418 0.522 0.894
H 1.853 7.328 2.608
H -0.982 3.374 2.301
C 1.489 6.038 4.270
C 2.158 7.062 3.612
C 0.372 5.330 3.544
H -0.321 4.855 4.257
C 2.970 6.354 6.186
H 3.723 4.942 7.612
H -7.259 -3.891 -0.111
C 3.212 7.730 4.205
C -4.384 -0.592 -0.068
H -2.895 0.897 -0.025
N -2.607 -2.276 0.975
C 1.561 3.160 3.024
C 1.912 5.701 5.554
C -6.225 -3.737 0.186
F 4.623 8.022 6.053


Name the least stable of them. (B).


(A)
DFT (ωB97M-V with the def2-TZVPD basis set) results for an isolated molecule of C4H8N4.

Results
**Highest occupied orbital energy**: -9.7377 eV
**SMILES**: CN(C)n1cncn1
**Molecular weight**: 112.136 g mol⁻¹
**Net charge**: 0

Cartesian coordinates (Å):
H -2.530 -0.355 -0.371
C 2.681 -0.596 -0.139
H 0.681 1.950 -0.174
H -0.429 -0.450 2.012
H -1.518 0.052 -2.212
N 0.555 -0.236 -0.199
C -1.603 0.115 -1.033
N 1.552 -1.228 -0.289
H -2.042 -0.951 1.433
N 2.479 0.701 0.162
H 3.755 -1.069 -0.382
H -1.293 1.273 -0.742
C 1.214 0.884 0.073
N -0.740 -0.611 -0.225
C -1.216 -0.296 1.127
H -1.546 0.819 0.959


(B)
DFT (ωB97M-V with the def2-TZVPD basis set) results for C4H8N4 as an isolated structure.

Results
**Highest occupied orbital energy**: -8.7455 eV
**Molecular weight**: 112.136 g mol⁻¹
**Net charge**: 0

Cartesian coordinates (Å):
H -1.110 -2.598 0.155
H -1.350 -0.731 -2.743
C 0.714 2.094 0.149
C 0.001 -0.369 1.527
H 0.099 2.340 1.047
H -0.252 0.654 -1.866
N -0.918 -2.152 -0.857
H 0.135 0.575 2.062
H -0.412 -1.084 3.042
N -0.570 -1.366 2.068
C 0.868 0.925 -0.433
N 0.254 -0.275 0.138
H 1.541 0.431 -1.240
N -0.130 -0.461 -2.168
H 1.362 3.041 -0.039
C -0.232 -1.025 -0.840


Name the least stable of them. (A).


(A)
DFT (ωB97M-V with the def2-TZVPD basis set) results for an isolated molecule of C4H8N4.

Results
**Highest occupied orbital energy**: -8.9270 eV
**SMILES**: Cn1ccnc1NN
**Molecular weight**: 112.136 g mol⁻¹
**Net charge**: 0

Cartesian coordinates (Å):
H 0.610 0.621 3.339
C 0.162 -0.663 0.589
H -1.039 0.269 -1.526
N 0.500 -0.825 1.808
C 0.013 1.353 1.443
H -1.647 -1.495 -1.077
H -1.413 -2.792 -0.002
C 0.419 0.438 2.354
H 0.422 1.306 -1.440
N 0.246 -1.649 -0.623
H -0.970 2.007 -0.781
C -0.507 1.100 -1.078
H 0.966 -2.385 -0.405
H -0.081 2.360 1.510
N -1.010 -2.302 -0.845
N -0.106 0.580 0.226


(B)
DFT (ωB97M-V with the def2-TZVPD basis set) results for an isolated molecule of C4H8N4.

Results
**Highest occupied orbital energy**: -9.8705 eV
**SMILES**: CN(C)n1ccnn1
**Molecular weight**: 112.136 g mol⁻¹
**Net charge**: 0

Cartesian coordinates (Å):
N -0.948 -1.013 -0.099
C -2.710 0.225 0.088
H 2.567 0.017 1.051
H 0.962 -0.313 -1.973
H 1.257 -1.151 1.134
C -1.659 1.063 -0.185
N 0.696 0.536 -0.018
H -1.409 2.185 -0.328
N -2.283 -1.111 0.097
C 1.514 -0.266 -1.001
H 0.927 0.398 2.196
H 1.637 -1.407 -0.763
H -3.863 0.409 0.084
H 2.500 0.303 -1.348
C 1.395 -0.066 1.156
N -0.585 0.192 -0.091


(C)
DFT (ωB97M-V with the def2-TZVPD basis set) results for an isolated molecule of C4H8N4.

Results
**Highest occupied orbital energy**: -8.3079 eV
**SMILES**: CC1=C(NN)CN=N1
**Molecular weight**: 112.136 g mol⁻¹
**Net charge**: 0

Cartesian coordinates (Å):
C 0.678 -0.417 0.595
H -0.972 1.094 -1.656
H -1.098 -0.815 1.806
N 2.492 -0.245 -0.685
H -2.163 1.484 0.341
N -1.112 0.315 -0.991
C 0.000 -0.656 1.890
H 1.272 -0.632 -2.405
N -2.048 0.532 0.080
C 0.192 0.016 -0.599
H 0.161 0.097 2.725
H 0.440 -1.594 2.293
N 2.134 -0.575 0.441
H 1.589 1.111 -2.029
H -2.878 0.173 -0.228
C 1.314 0.109 -1.579


Name the least stable of them. (B).


(A)
DFT (ωB97M-V with the def2-TZVPD basis set) results for an isolated molecule of C4H8N4.

Results
**Highest occupied orbital energy**: -8.4536 eV
**SMILES**: C/N=C(\N=C=N)NC
**Molecular weight**: 112.136 g mol⁻¹
**Net charge**: 0

Cartesian coordinates (Å):
H -0.879 -1.999 0.061
H -1.042 2.325 0.649
H 0.495 2.685 -0.379
H -4.333 -1.277 0.045
H 1.705 -2.439 -0.777
H 1.506 -2.517 1.013
C -2.601 -0.191 -0.050
N 0.559 0.874 0.436
C 1.315 -1.869 0.065
N 0.010 -1.329 -0.037
N -1.576 0.396 -0.187
C -0.325 0.031 0.099
N -3.596 -0.605 0.490
H 1.956 -1.019 0.105
C 0.145 2.228 0.485
H 0.644 2.670 1.272


(B)
DFT (ωB97M-V with the def2-TZVPD basis set) results for C4H8N4 as an isolated structure.

Results
**Highest occupied orbital energy**: -7.1277 eV
**Molecular weight**: 112.136 g mol⁻¹
**Net charge**: 0

Cartesian coordinates (Å):
N -2.211 0.834 -0.738
H 0.209 1.879 -1.874
H -1.758 -0.263 1.844
H 3.356 -0.523 0.289
H 2.204 -1.597 -0.524
N -1.469 -0.976 1.175
H 2.093 -1.403 1.218
H -1.063 -1.750 1.685
C 2.322 -0.878 0.291
N -0.497 -0.490 0.258
H -2.849 0.050 -0.774
N 1.406 1.443 -0.110
H -2.412 1.593 -1.368
C 0.178 1.319 -0.950
C 1.378 0.225 0.085
C -0.887 0.538 -0.505


(C)
DFT (ωB97M-V with the def2-TZVPD basis set) results for an isolated molecule of C4H8N4.

Results
**Highest occupied orbital energy**: -9.0106 eV
**SMILES**: CNC(=NC#N)NC
**Molecular weight**: 112.136 g mol⁻¹
**Net charge**: 0

Cartesian coordinates (Å):
N -1.112 1.174 -0.947
C 1.655 -0.694 0.020
N 0.864 0.127 -0.623
H 0.484 2.886 -0.590
H -1.532 3.165 -0.799
N -1.154 -0.631 0.457
N 2.488 -1.347 0.514
H 0.247 -1.518 2.098
H -1.285 -2.467 1.689
H -1.062 2.582 0.566
C -0.591 -1.721 1.270
H -2.304 -0.292 0.402
C -0.791 2.523 -0.466
C -0.447 0.190 -0.427
H -0.199 -2.672 0.517
H -0.906 1.272 -2.074


Name the least stable of them. (B).


(A)
DFT (ωB97M-V with the def2-TZVPD basis set) results for an isolated molecule of C4H8N4.

Results
**Highest occupied orbital energy**: -9.2320 eV
**Molecular weight**: 112.136 g mol⁻¹
**Net charge**: 0

Cartesian coordinates (Å):
C -0.491 1.190 -0.433
H 0.530 0.937 1.400
N 2.677 -0.251 -0.062
H -1.812 -0.119 0.836
C 0.778 1.158 0.310
C -1.445 0.021 -0.174
H -0.278 1.087 -1.490
H -1.215 -1.984 1.168
N -0.819 -1.184 -0.573
N 1.586 0.160 -0.250
C -0.710 -2.104 0.228
H 1.334 2.143 0.317
N 3.731 -0.645 0.030
H -1.081 2.186 -0.384
H -2.386 0.444 -0.793
H -0.401 -3.038 -0.130


(B)
DFT (ωB97M-V with the def2-TZVPD basis set) results for an isolated molecule of C4H8N4.

Results
**Highest occupied orbital energy**: -7.9962 eV
**SMILES**: C=NN/C=C\C=N/N
**Molecular weight**: 112.136 g mol⁻¹
**Net charge**: 0

Cartesian coordinates (Å):
H -1.040 0.013 -2.112
N 1.553 1.666 1.194
H 0.472 1.024 2.670
N -1.249 -1.857 -0.786
H -0.433 -2.613 0.729
H -1.967 -3.555 0.274
N -0.399 -0.813 -0.455
H -0.415 0.565 1.112
C -0.294 0.221 -1.251
H 1.989 2.910 -0.478
C -1.345 -2.748 0.113
N 0.515 0.612 1.646
C 0.545 1.368 -1.239
H 0.115 -0.962 0.495
C 1.459 1.948 -0.064
H 0.493 2.221 -1.847


(C)
DFT (ωB97M-V with the def2-TZVPD basis set) results for an isolated molecule of C4H8N4.

Results
**Highest occupied orbital energy**: -8.1313 eV
**SMILES**: [H]/N=C(\N)N1C=CCN1
**Molecular weight**: 112.136 g mol⁻¹
**Net charge**: 0

Cartesian coordinates (Å):
C -0.223 -0.910 2.082
H -0.850 2.525 -1.849
N -0.207 0.396 1.252
H 1.617 -0.009 -1.906
N 0.276 0.044 -0.025
H 0.154 -3.153 1.433
H 0.694 -0.816 2.792
H -0.089 -2.100 -1.116
N 0.737 0.607 -2.209
H 1.106 1.719 -2.358
C -0.024 1.036 -1.039
H -1.066 -1.157 2.768
N -0.560 2.194 -0.788
H -1.241 0.677 1.168
C -0.229 -1.992 1.070
C 0.134 -1.528 -0.204


Name the least stable of them. (B).


(A)
DFT (ωB97M-V with the def2-TZVPD basis set) results for an isolated molecule of C4H8N4.

Results
**Highest occupied orbital energy**: -8.7267 eV
**SMILES**: C/C(=N\N)[C@H](N)C#N
**Molecular weight**: 112.136 g mol⁻¹
**Net charge**: 0

Cartesian coordinates (Å):
N -1.995 0.955 -0.183
H 0.030 0.335 -2.193
C -0.960 0.098 1.936
C -1.183 -0.097 0.445
C 0.222 -0.224 -0.145
H 2.901 -0.566 0.732
H -2.926 0.953 0.232
C 0.645 0.615 -1.331
H 1.687 0.470 -1.621
N 1.009 -0.994 0.565
H -1.686 -1.062 0.320
N -0.991 0.301 3.082
H 2.597 -2.096 0.313
H -2.133 0.773 -1.174
N 2.286 -1.136 0.142
H 0.498 1.677 -1.121


(B)
DFT (ωB97M-V with the def2-TZVPD basis set) results for an isolated molecule of C4H8N4.

Results
**Highest occupied orbital energy**: -8.9153 eV
**SMILES**: C1=N\C=N/CCNN/1
**Molecular weight**: 112.136 g mol⁻¹
**Net charge**: 0

Cartesian coordinates (Å):
H 1.628 2.276 0.719
C -0.921 -0.362 -1.215
H -0.565 0.335 -2.137
H 0.722 -2.421 0.181
H -1.655 -1.220 -1.434
C 0.758 1.515 0.646
H 1.193 -1.202 2.389
H 1.200 -0.221 -1.121
C 0.729 -0.722 1.436
H -2.210 1.137 -0.624
N 0.782 0.577 1.627
N 0.451 -0.869 -0.990
N 0.592 -1.354 0.227
H -1.411 0.225 0.830
N -0.016 1.637 -0.331
C -1.278 0.668 -0.202


(C)
DFT (ωB97M-V with the def2-TZVPD basis set) results for an isolated molecule of C4H8N4.

Results
**Highest occupied orbital energy**: -8.6172 eV
**SMILES**: C1NN=C2NNC[C@H]12
**Molecular weight**: 112.136 g mol⁻¹
**Net charge**: 0

Cartesian coordinates (Å):
H -1.577 0.933 1.763
H 2.575 0.991 0.076
N -1.481 0.382 0.904
H 1.762 -1.072 -0.305
C -0.161 -0.288 -1.031
N -1.181 -1.043 1.095
C 1.367 -0.315 -0.951
H -1.808 -1.426 -0.854
C -0.872 -1.432 -0.308
N 1.689 1.081 -0.426
N 0.739 1.304 0.567
H -0.462 0.048 -1.976
C -0.353 0.767 0.120
H 1.832 -0.403 -1.933
H -0.328 -2.411 -0.298
H -0.256 -1.112 1.562


Name the least stable of them. (B).